Entry 1:
The following is a quantum chemistry calculation of a structure of composition C26H53F6N6O12S2V, from the Open Molecules 2025 dataset.

```
! RIJCOSX wB97M-V def2-TZVPD def2/J DEFGRID3
* xyz 1 4
V 3.889 12.210 20.382
C 5.921 9.747 23.208
F 4.926 8.861 23.257
F 5.752 10.671 24.149
F 7.047 9.038 23.483
S 6.167 10.593 21.540
O 6.132 12.059 21.679
O 7.434 10.094 20.981
N 4.640 10.285 20.657
S 4.934 8.902 19.984
O 5.223 9.091 18.580
O 5.747 7.963 20.715
C 3.192 8.182 19.861
F 2.404 8.932 19.137
F 3.384 6.890 19.322
F 2.704 8.032 21.074
C 11.584 9.801 18.258
O 12.532 9.402 18.860
N 10.272 9.660 18.682
C 9.063 10.307 18.144
C 10.026 8.743 19.774
H 11.604 10.334 17.294
H 9.109 10.817 17.182
H 8.662 11.003 18.880
H 8.309 9.521 18.126
H 10.689 7.882 19.860
H 9.957 9.219 20.752
H 9.041 8.282 19.699
C 0.806 3.019 22.689
O -0.161 3.002 23.396
N 1.549 4.112 22.371
C 2.681 3.949 21.493
C 1.271 5.488 22.742
H 1.259 2.126 22.231
H 2.495 4.322 20.486
H 2.893 2.894 21.323
H 3.527 4.480 21.930
H 2.201 6.054 22.786
H 0.616 5.863 21.955
H 0.873 5.611 23.749
C 0.112 6.104 18.612
O -0.620 5.726 19.516
N -0.197 6.997 17.623
C 0.826 7.763 16.879
C -1.526 7.506 17.520
H 1.182 5.878 18.736
H 0.822 8.790 17.243
H 0.636 7.575 15.823
H 1.814 7.487 17.246
H -1.764 7.663 16.468
H -2.271 6.957 18.095
H -1.439 8.498 17.964
C 2.491 12.791 23.330
O 3.419 12.487 22.562
N 2.576 13.643 24.364
C 1.427 14.175 24.989
C 3.854 14.149 24.914
H 1.447 12.506 23.129
H 0.580 13.534 24.744
H 1.220 15.201 24.686
H 1.456 14.104 26.077
H 4.103 15.051 24.354
H 3.752 14.428 25.963
H 4.688 13.471 24.734
C 6.370 12.714 18.032
O 5.629 12.843 19.038
N 7.465 13.479 17.723
C 7.995 13.388 16.401
C 7.768 14.713 18.512
H 6.244 11.894 17.308
H 7.598 14.228 15.831
H 7.790 12.456 15.875
H 9.079 13.473 16.471
H 7.235 14.552 19.449
H 8.809 14.879 18.787
H 7.284 15.568 18.039
C 1.259 3.379 16.700
C 2.586 3.681 17.417
O 2.820 3.107 18.467
C 3.708 4.598 16.828
H 0.546 3.071 17.465
H 1.389 2.629 15.920
H 0.862 4.247 16.174
H 4.606 4.598 17.447
H 3.353 5.621 16.703
H 4.056 4.213 15.870
C 0.291 9.101 23.402
C -0.384 9.991 22.534
O -0.956 10.982 22.999
C -0.484 9.539 21.061
H 1.344 9.319 23.583
H 0.218 8.060 23.084
H -0.134 9.129 24.405
H -0.953 8.558 20.992
H 0.436 9.560 20.476
H -1.205 10.243 20.646
C 10.165 6.115 26.801
C 8.832 6.858 27.082
O 8.664 7.414 28.196
C 7.804 6.886 25.945
H 9.927 5.112 26.447
H 10.765 5.988 27.702
H 10.705 6.605 25.991
H 8.079 6.635 24.921
H 7.400 7.891 26.071
H 7.172 6.100 26.359
*
```

- relative energy (zero: lowest compared OMol25 entry of this formula, charge and spin) (kJ/mol) = 107.99
- <S²> = 3.7545
- strongest force on any atom (hartree/bohr) = 0.104
- E_LUMO (spin up / spin down) (eV) = -4.9933 / -4.9180
- frontier orbital gap (spin up / spin down) (eV) = 5.291 / 5.367
- E_HOMO (spin up / spin down) (eV) = -10.3 / -10.3

---

Entry 2:
The following is a quantum chemistry calculation of a structure of composition C28H61Cl2O14P3S2, from the Open Molecules 2025 dataset.

```
! RIJCOSX wB97M-V def2-TZVPD def2/J DEFGRID3
* xyz 0 1
C -0.240 2.037 5.155
C 0.577 1.362 4.039
C 0.040 -0.061 3.863
O 0.517 -0.764 2.729
C 0.110 -0.373 1.435
S -1.438 0.573 1.264
C 1.297 0.449 0.835
O 0.780 1.257 -0.229
S 0.671 0.316 -1.520
O 1.970 0.218 -2.102
O -0.299 0.915 -2.367
C 0.079 -1.381 -0.988
C 1.131 -2.317 -1.618
C 1.099 -2.419 -3.151
C 2.524 -2.682 -3.690
C 2.854 -1.852 -4.930
C 4.296 -1.359 -4.939
C 4.523 -0.398 -6.096
C 3.791 0.942 -5.858
C 4.610 2.182 -6.236
C 4.355 3.380 -5.297
C 4.178 4.697 -6.054
C 2.722 5.002 -6.418
O 2.611 5.180 -7.825
C 1.480 5.974 -8.166
P -1.530 -1.618 -1.905
O -1.945 -3.029 -1.995
C 0.081 -1.652 0.576
C -0.852 -2.742 1.145
Cl -0.483 -4.359 0.448
C -2.375 -2.478 1.202
C -3.286 -3.623 0.848
Cl -2.787 -2.064 2.930
H 0.372 2.517 5.903
H -0.928 2.733 4.692
H -0.851 1.282 5.642
H 1.622 1.274 4.316
H 0.506 1.916 3.115
H -1.035 -0.099 3.992
H 0.441 -0.601 4.716
H -1.088 1.837 1.542
H 1.817 1.029 1.583
H 2.025 -0.242 0.418
H 2.118 -2.015 -1.297
H 0.984 -3.324 -1.244
H 0.802 -1.478 -3.591
H 0.477 -3.248 -3.464
H 3.267 -2.410 -2.947
H 2.677 -3.739 -3.884
H 2.221 -0.967 -4.957
H 2.677 -2.397 -5.855
H 4.934 -2.237 -5.035
H 4.545 -0.865 -4.002
H 4.079 -0.861 -6.976
H 5.580 -0.254 -6.295
H 3.556 0.990 -4.798
H 2.871 0.943 -6.431
H 5.675 1.978 -6.254
H 4.289 2.501 -7.224
H 3.479 3.221 -4.676
H 5.237 3.489 -4.674
H 4.519 5.519 -5.426
H 4.793 4.737 -6.944
H 2.112 4.161 -6.081
H 2.390 5.922 -5.943
H 1.729 7.027 -8.047
H 0.642 5.718 -7.521
H 1.208 5.750 -9.190
H -1.354 -1.107 -3.193
H -2.533 -0.813 -1.333
H 1.070 -2.057 0.766
H -0.543 -2.870 2.167
H -2.699 -1.621 0.631
H -3.155 -3.955 -0.174
H -4.292 -3.220 0.922
H -3.231 -4.437 1.559
C -6.847 0.188 -2.760
O -6.683 0.594 -1.396
P -6.838 -0.501 -0.250
O -5.721 -1.429 -0.131
O -8.228 -1.203 -0.531
C -9.403 -0.412 -0.746
O -7.128 0.384 1.026
C -6.016 0.810 1.831
H -6.046 0.626 -3.350
H -6.818 -0.897 -2.867
H -7.802 0.561 -3.127
H -9.751 -0.577 -1.765
H -9.217 0.650 -0.596
H -10.171 -0.741 -0.050
H -6.246 1.800 2.218
H -5.094 0.856 1.253
H -5.888 0.118 2.661
C 0.475 -1.203 11.267
O 1.685 -1.427 10.533
P 2.028 -0.460 9.315
O 2.484 0.870 9.696
O 0.723 -0.461 8.413
C 0.124 -1.701 8.024
O 3.051 -1.321 8.470
C 4.454 -1.181 8.741
H 0.698 -1.269 12.329
H 0.044 -0.226 11.051
H -0.244 -1.980 11.007
H -0.867 -1.777 8.469
H 0.716 -2.563 8.329
H 0.023 -1.706 6.940
H 4.919 -2.153 8.593
H 4.636 -0.848 9.761
H 4.884 -0.466 8.044
*
```

- relative energy (zero: lowest compared OMol25 entry of this formula, charge and spin) (kJ/mol) = 0.00
- strongest force on any atom (hartree/bohr) = 0.028
- E_LUMO (eV) = 0.3207
- frontier orbital gap (eV) = 9.829
- E_HOMO (eV) = -9.5

---

Entry 3:
The following is a quantum chemistry calculation of the molecule CH3ClN2O2, from the Open Molecules 2025 dataset.

```
! RIJCOSX wB97M-V def2-TZVPD def2/J DEFGRID3
* xyz 0 1
N 0.179 0.039 1.426
C 0.741 0.033 0.247
O 1.760 -0.429 -0.126
N -0.488 0.612 -0.908
O -1.457 -0.302 -0.953
Cl 0.323 0.983 -2.355
H -0.534 0.672 1.769
H 0.596 -0.569 2.245
H -1.120 -1.039 -1.345
*
```

- relative energy (zero: lowest compared OMol25 entry of this formula, charge and spin) (kJ/mol) = 106.59
- SMILES string = NC(=O)N(O)Cl
- strongest force on any atom (hartree/bohr) = 0.104
- E_LUMO (eV) = 0.4971
- frontier orbital gap (eV) = 9.442
- E_HOMO (eV) = -8.9

---

Entry 4:
The following is a quantum chemistry calculation of a cluster of 2 separate species, C5H10Si in total, from the Open Molecules 2025 dataset.

```
! RIJCOSX wB97M-V def2-TZVPD def2/J DEFGRID3
* xyz 0 1
C -1.501 -1.974 -2.714
C -0.554 -1.242 -2.531
C 0.062 0.357 2.503
C 0.688 0.312 1.074
C -0.424 0.790 0.216
Si 0.670 0.026 -1.942
H -2.237 -2.615 -3.108
H -0.723 -0.426 2.556
H 0.847 0.292 3.402
H -0.222 1.411 2.696
H 1.454 1.062 1.209
H 1.043 -0.766 0.933
H -0.516 1.805 0.202
H -1.286 0.094 0.064
H 0.653 1.359 -2.716
H 2.047 -0.484 -1.846
*
```

- relative energy (zero: lowest compared OMol25 entry of this formula, charge and spin) (kJ/mol) = 358.47
- strongest force on any atom (hartree/bohr) = 0.133
- E_LUMO (eV) = 0.4707
- frontier orbital gap (eV) = 8.539
- E_HOMO (eV) = -8.1

---

Entry 5:
The following is a quantum chemistry calculation of a structure of composition C8H10N6NiO12, from the Open Molecules 2025 dataset.

```
! RIJCOSX wB97M-V def2-TZVPD def2/J DEFGRID3
* xyz -2 3
Ni 0.138 0.301 0.322
N 2.663 0.674 2.445
O 2.107 0.504 1.303
O 2.062 0.509 3.491
O 3.858 1.029 2.415
N -2.992 -0.879 -0.119
O -1.915 -0.194 -0.089
O -3.419 -1.410 -1.163
O -3.570 -1.072 0.949
N -0.424 -1.835 2.904
O 0.007 -1.278 1.857
O -1.571 -2.299 3.022
O 0.265 -1.768 3.955
N -1.647 1.574 2.717
O -1.826 2.574 3.452
O -0.642 1.504 1.934
O -2.362 0.598 2.868
N -0.353 -2.304 -2.186
C 0.268 -2.372 -0.978
C 1.549 -1.858 -1.111
C 1.661 -1.442 -2.471
C 0.531 -1.817 -3.138
H -1.239 -2.665 -2.495
H -0.185 -2.925 -0.171
H 2.394 -1.896 -0.444
H 2.589 -1.111 -2.914
H 0.277 -1.822 -4.185
N -0.935 2.224 -1.370
C -0.214 3.053 -0.554
C 1.099 2.675 -0.646
C 1.186 1.589 -1.503
C -0.132 1.261 -1.907
H -1.925 2.218 -1.540
H -0.746 3.840 -0.046
H 1.914 3.207 -0.184
H 2.076 1.119 -1.885
H -0.550 0.492 -2.533
*
```

- relative energy (zero: lowest compared OMol25 entry of this formula, charge and spin) (kJ/mol) = 73.43
- <S²> = 2.0038
- strongest force on any atom (hartree/bohr) = 0.074
- E_LUMO (spin up / spin down) (eV) = 4.6088 / 4.5999
- frontier orbital gap (spin up / spin down) (eV) = 6.569 / 6.542
- E_HOMO (spin up / spin down) (eV) = -2.0 / -1.9

---

Entry 6:
The following is a quantum chemistry calculation of a structure of composition C23H27Br54F2N3O3P, from the Open Molecules 2025 dataset.

```
! RIJCOSX wB97M-V def2-TZVPD def2/J DEFGRID3
* xyz -1 1
C 3.268 -0.621 3.616
C 2.416 0.568 3.892
O 2.351 1.110 4.975
N 1.710 1.009 2.727
C 2.213 2.198 2.065
N 0.308 0.952 2.774
P -0.552 1.956 3.844
N -0.099 3.443 3.813
C -0.189 -0.345 2.424
F -1.442 -0.457 2.963
F 0.549 -1.322 3.030
C -0.206 -0.636 0.863
O -0.037 -1.833 0.532
O -0.318 0.377 0.135
H 2.719 -1.292 2.959
H 3.579 -1.111 4.535
H 4.175 -0.318 3.087
H 1.509 2.395 1.268
H 2.270 3.074 2.711
H 3.204 2.037 1.636
H -1.867 1.813 3.415
H -0.454 1.433 5.148
H 0.212 3.757 4.723
C -4.682 -0.412 -0.238
Br -5.414 0.859 1.021
Br -4.644 0.304 -2.027
Br -2.972 -1.060 0.310
H -5.360 -1.253 -0.263
C -4.645 -4.917 0.003
Br -5.441 -3.729 1.276
Br -4.492 -4.085 -1.724
Br -2.951 -5.564 0.642
H -5.297 -5.771 -0.101
C 3.593 -4.141 1.747
Br 5.242 -3.188 1.436
Br 2.061 -3.111 1.255
Br 3.605 -5.866 0.880
H 3.541 -4.334 2.806
C 1.199 2.432 -2.255
Br 0.982 3.661 -0.812
Br 0.652 3.258 -3.908
Br 2.988 1.731 -2.355
H 0.543 1.583 -2.088
C -1.891 0.035 -4.630
Br -3.794 -0.160 -4.837
Br -1.413 0.336 -2.802
Br -0.943 -1.431 -5.447
H -1.601 0.924 -5.173
C 7.441 2.684 3.659
Br 5.620 2.352 4.159
Br 7.644 2.885 1.756
Br 8.167 4.189 4.612
H 8.017 1.817 3.949
C 4.358 2.016 8.684
Br 4.221 1.379 6.876
Br 4.054 3.912 8.791
Br 3.189 1.036 9.856
H 5.363 1.833 9.035
C -1.164 2.980 -7.967
Br 0.104 1.721 -7.279
Br -2.958 2.342 -7.739
Br -0.930 4.724 -7.179
H -0.983 3.078 -9.029
C -1.819 -6.305 -3.614
Br -1.352 -4.518 -4.118
Br -3.502 -6.863 -4.373
Br -0.418 -7.558 -4.024
H -1.947 -6.308 -2.543
C 0.244 -6.283 3.467
Br -1.187 -5.335 2.619
Br 1.441 -5.064 4.341
Br -0.400 -7.632 4.679
H 0.810 -6.785 2.695
C -7.490 0.648 -5.221
Br -6.172 2.036 -5.367
Br -8.933 0.910 -6.468
Br -6.719 -1.103 -5.399
H -7.910 0.711 -4.228
C -0.041 7.057 -9.885
Br 1.333 8.366 -10.183
Br -1.760 7.697 -10.460
Br 0.390 5.377 -10.701
H -0.102 6.889 -8.820
C -4.569 3.302 -11.717
Br -3.708 4.944 -11.212
Br -3.302 2.053 -12.455
Br -5.546 2.534 -10.257
H -5.282 3.531 -12.495
C 1.413 -2.302 11.190
Br 0.380 -3.726 11.966
Br 0.893 -1.948 9.380
Br 1.329 -0.711 12.276
H 2.443 -2.627 11.170
C 7.395 1.266 11.764
Br 7.393 0.626 9.952
Br 7.061 3.155 11.830
Br 6.154 0.288 12.856
H 8.383 1.095 12.164
C -1.731 1.106 9.879
Br -3.545 0.943 10.499
Br -1.641 1.269 7.970
Br -0.806 2.544 10.757
H -1.219 0.191 10.146
C 2.965 1.744 -10.495
Br 1.204 1.946 -11.258
Br 3.611 3.392 -9.752
Br 3.004 0.328 -9.208
H 3.630 1.470 -11.300
C -5.262 -5.211 -7.598
Br -6.924 -5.624 -6.720
Br -5.492 -5.019 -9.499
Br -4.416 -3.681 -6.822
H -4.604 -6.053 -7.441
*
```

- strongest force on any atom (hartree/bohr) = 0.037
- E_LUMO (eV) = 0.9523
- frontier orbital gap (eV) = 7.242
- E_HOMO (eV) = -6.3